No. 1
{
  "formula": "C45H42N9O18",
  "method": "wB97M-V/def2-TZVPD",
  "species": ["H", "H", "C", "C", "H", "C", "C", "C", "H", "C", "C", "O", "H", "H", "C", "O", "H", "N", "O", "H", "C", "C", "C", "N", "C", "C", "O", "H", "C", "C", "H", "N", "C", "O", "C", "C", "O", "H", "C", "H", "H", "C", "N", "C", "H", "H", "H", "H", "H", "H", "H", "C", "C", "N", "H", "C", "H", "C", "H", "H", "H", "C", "O", "C", "O", "H", "C", "H", "H", "C", "H", "C", "H", "C", "C", "H", "C", "O", "H", "N", "N", "C", "N", "H", "H", "H", "C", "N", "C", "O", "H", "C", "O", "C", "O", "O", "C", "O", "H", "C", "O", "C", "C", "C", "C", "C", "H", "O", "O", "H", "H", "H", "H", "O"],
  "coordinates": [[19.5470, 51.2650, 11.0050], [15.0080, 49.9720, 13.2780], [18.4120, 49.8910, 9.2550], [22.9050, 43.8350, 15.4770], [17.2060, 50.2260, 14.4650], [18.1070, 42.4280, 19.3820], [18.8200, 50.3000, 10.7350], [17.0490, 52.1590, 20.1340], [14.8740, 51.3470, 20.1790], [17.0580, 42.0980, 18.2500], [23.5110, 46.2600, 14.5520], [21.0270, 42.7490, 14.5200], [26.2230, 44.9980, 16.1610], [16.4510, 46.3210, 19.1670], [22.1700, 53.0920, 16.8660], [19.4140, 46.3970, 14.9630], [18.5890, 50.4620, 8.3750], [20.7210, 46.5420, 22.5300], [20.4100, 48.0150, 13.8430], [22.9030, 46.3170, 18.0250], [18.3550, 43.4820, 16.4890], [19.6820, 47.7380, 18.8690], [16.1560, 46.4600, 15.6200], [17.6180, 48.2690, 7.5720], [22.0430, 46.6910, 18.7500], [20.9300, 47.2330, 18.0450], [18.8030, 48.4040, 15.2440], [14.7740, 49.9420, 14.8600], [17.3800, 48.2740, 11.3330], [23.1300, 50.7620, 16.9650], [15.4670, 49.1560, 18.8000], [13.9380, 46.4030, 14.1940], [21.0400, 51.2130, 15.7110], [15.5560, 53.4120, 21.4350], [16.1790, 49.9640, 18.9320], [21.9990, 50.1060, 16.0710], [17.9320, 52.2590, 14.7690], [18.6740, 48.0170, 20.7250], [19.5620, 47.4580, 20.3090], [17.9040, 42.1590, 20.3630], [20.3370, 53.4700, 15.7230], [17.0120, 51.3970, 14.5140], [19.5750, 47.6310, 14.6940], [17.2960, 47.6400, 10.0730], [21.9240, 49.2120, 15.8050], [19.1800, 51.0720, 17.5550], [14.3350, 53.1750, 14.6230], [24.7380, 42.9950, 16.5670], [15.8290, 53.8160, 13.8770], [22.7980, 45.8500, 20.6220], [14.6660, 53.1350, 12.9860], [14.6610, 46.4050, 15.4650], [24.3850, 43.7970, 15.9780], [22.0490, 42.6900, 15.3050], [16.9700, 46.7190, 9.9480], [18.3000, 52.0640, 19.3310], [17.1080, 47.8590, 12.2470], [21.9980, 46.3210, 20.1580], [18.4530, 43.9050, 15.5260], [23.2010, 47.1240, 13.9360], [20.1080, 50.9860, 15.2030], [15.9120, 51.1570, 19.8520], [14.5670, 46.8180, 13.1450], [22.5000, 45.0580, 14.7490], [24.0750, 48.6070, 16.7470], [17.4190, 49.6030, 17.0530], [13.8670, 46.2590, 16.7520], [18.2290, 49.7620, 12.6720], [24.1630, 52.5740, 17.9500], [17.1250, 42.7500, 16.7740], [18.0970, 46.6970, 17.1250], [17.7290, 48.6860, 8.8720], [20.9320, 47.3500, 17.0540], [19.2520, 43.3530, 18.9150], [20.6780, 46.6600, 21.0150], [14.1160, 46.0830, 18.9080], [14.7770, 50.5420, 14.0300], [16.9580, 47.3180, 7.2790], [12.7820, 46.3230, 16.7340], [24.2900, 49.8060, 17.2680], [16.0660, 42.6130, 15.8650], [15.1850, 53.0030, 13.8220], [16.7540, 53.2970, 21.0440], [16.9690, 46.6390, 14.7350], [18.9720, 48.1870, 18.3160], [16.1790, 41.5510, 18.4640], [14.7390, 46.2050, 18.0550], [15.7290, 51.6790, 14.1600], [18.3330, 51.0890, 18.2380], [21.7760, 45.9820, 23.0640], [22.1350, 54.1070, 17.1800], [19.4630, 43.7780, 17.6270], [22.4840, 41.6090, 15.7450], [25.2580, 44.9420, 15.8240], [17.9640, 49.0760, 6.5560], [12.7380, 46.1230, 14.2030], [24.7630, 46.1180, 14.9790], [15.3260, 41.6900, 16.0110], [19.0650, 52.6240, 19.2910], [21.1780, 52.6830, 16.0880], [16.2800, 43.0850, 14.6630], [17.9700, 49.4660, 11.6260], [16.9360, 46.5100, 17.0130], [17.2840, 50.1470, 17.9930], [16.0870, 46.2720, 18.1670], [23.3240, 52.1770, 17.2910], [13.8930, 50.7340, 13.8070], [19.7620, 46.9250, 23.0630], [25.2580, 50.2240, 17.7640], [20.2360, 44.3250, 17.3340], [21.5130, 45.3840, 14.1100], [19.9150, 43.2110, 19.6880], [25.4860, 46.9260, 14.8090], [17.6480, 53.9130, 21.6480]],
  "de_lowest_kcal_mol": 0.0,
  "fmax_ha_per_bohr": 0.310,
  "total_charge": -1,
  "e_tot_ev": -97567.836,
  "homo_ev": -7.000
}



No. 2
{
  "formula": "C45H42NO3P3S5Ti",
  "method": "wB97M-V/def2-TZVPD",
  "species": ["C", "C", "C", "C", "H", "C", "P", "H", "C", "S", "C", "H", "H", "C", "H", "C", "C", "C", "H", "H", "C", "H", "H", "H", "C", "H", "S", "C", "N", "C", "H", "C", "H", "C", "H", "C", "H", "O", "H", "C", "C", "H", "H", "C", "C", "H", "P", "C", "H", "C", "C", "H", "H", "H", "C", "H", "C", "H", "C", "H", "O", "C", "H", "P", "H", "C", "C", "H", "S", "S", "H", "H", "H", "H", "H", "S", "H", "C", "C", "H", "C", "H", "H", "H", "C", "C", "C", "H", "C", "O", "Ti", "C", "C", "C", "C", "C", "C", "H", "C", "H"],
  "coordinates": [[-3.8708, 0.2407, -3.0210], [5.1167, -2.3635, 4.4603], [-5.0851, -1.0083, 0.3625], [-3.2302, -3.0702, -1.3162], [4.6783, -2.3103, 5.4618], [0.1689, 2.6797, -4.2730], [0.6469, 1.6253, 0.3401], [-7.0670, -1.4407, 1.0607], [-3.0698, -4.2027, -2.1023], [-1.8837, 0.4244, 2.5542], [-1.9343, 2.0416, 1.7043], [0.1115, -6.6847, -0.2603], [3.5340, 1.7121, -0.1394], [0.4995, 2.2070, -1.5037], [-4.0375, 4.7097, 1.7852], [4.0412, 4.5242, 1.6840], [-4.7430, 2.4412, -3.4735], [-4.5310, 1.1281, -3.8644], [-6.5545, -0.7853, 3.4020], [-0.6768, -1.2130, -2.5375], [6.5900, -2.7241, 4.5505], [7.1864, -0.4613, -0.1820], [4.6948, -2.2406, -0.0733], [1.9254, -5.6690, -1.6631], [0.3123, -5.6193, -0.2135], [6.3564, -2.8445, 0.0581], [2.4371, -0.4506, -1.0248], [-3.6230, 1.9838, -1.3956], [0.8286, -2.9285, -0.0919], [-3.4153, 0.6537, -1.7724], [-1.2096, -5.2219, 1.2568], [-0.9060, 2.5259, 0.8889], [4.5639, -3.1190, 3.8967], [4.3201, 3.4320, 0.8764], [2.4964, 5.5722, 2.7483], [-1.2143, -3.1728, -3.2234], [0.7159, 4.0541, 2.0534], [4.9401, -1.0878, 3.8673], [-0.4027, -3.2175, -3.9388], [-3.7986, -0.5788, 0.6846], [-4.5235, -0.2580, 2.9629], [-2.2455, 5.6144, 0.2951], [-3.9918, -3.0542, -0.5484], [-1.3721, -2.0412, -2.4358], [-3.5413, -0.1626, 1.9872], [0.0485, 2.8595, -5.3356], [4.4437, -0.8741, 2.3048], [-0.8815, 2.1741, -3.5171], [6.2635, -1.0144, -1.6029], [-4.2843, 2.8669, -2.2320], [-2.1746, 4.6116, 0.7002], [-1.8416, 1.9583, -3.9753], [-5.3094, -1.2766, -0.6636], [2.3264, -3.1866, -1.4487], [-2.0715, -4.2518, -3.0662], [2.2094, 3.3370, -4.2209], [-0.1498, -3.4430, 0.6696], [-0.2977, 4.2495, -0.2280], [1.5493, -3.7049, -0.8986], [-4.4283, 3.8941, -1.9187], [5.7387, -1.7532, 1.6457], [3.3031, 2.5871, 0.4556], [7.1350, -1.9666, 5.1184], [-2.4694, -0.3930, -0.5700], [2.4929, 2.9393, -1.8343], [6.2014, -0.7741, -0.5384], [1.7173, 3.8940, 1.6753], [6.7122, -3.6893, 5.0522], [1.1288, 0.6085, 2.5445], [-0.9134, -2.2529, 1.6518], [-3.7845, 2.4260, 2.6984], [4.8370, 5.1803, 2.0181], [5.3413, 3.2147, 0.5847], [-5.2517, 3.1329, -4.1344], [-1.5302, 1.5538, -1.5856], [2.8912, -2.2271, 2.0536], [5.5021, 0.0548, -0.4265], [-5.7889, -0.7227, 2.6370], [2.7313, 4.7458, 2.0867], [-4.2662, 0.0509, 3.9688], [5.7096, -1.9803, 0.2444], [-1.9391, -5.1434, -3.6676], [-4.8774, 0.7876, -4.8334], [-3.2518, 2.3321, -0.4359], [1.9807, 2.8113, 0.8370], [-3.1717, 4.1108, 1.5277], [1.3756, 2.9488, -3.6457], [-3.7177, -5.0579, -1.9490], [-2.3988, -1.9685, -1.4936], [-2.1195, 0.7617, 3.9876], [1.1927, -0.8385, 0.7299], [-6.0767, -1.0913, 1.3286], [-0.7030, 1.9447, -2.1619], [1.5373, 2.7162, -2.2833], [-1.0725, 3.8323, 0.4000], [1.3210, -5.0617, -1.0032], [-0.4280, -4.8208, 0.6262], [7.0169, -2.7811, 3.5505], [-3.0360, 2.8300, 2.0284], [-3.7081, -0.7805, -3.3429]],
  "de_lowest_kcal_mol": 26.7,
  "fmax_ha_per_bohr": 0.017,
  "total_charge": -2,
  "e_tot_ev": -160141.990,
  "homo_ev": -0.848
}



No. 3
{
  "formula": "C45H42NO3P3S5Ti",
  "method": "wB97M-V/def2-TZVPD",
  "species": ["C", "P", "S", "C", "C", "C", "C", "C", "O", "C", "H", "S", "C", "H", "H", "C", "H", "H", "C", "H", "H", "O", "C", "H", "C", "O", "H", "S", "C", "H", "C", "C", "H", "S", "C", "C", "H", "H", "C", "H", "H", "H", "C", "C", "C", "H", "C", "H", "C", "H", "C", "H", "H", "H", "C", "C", "N", "C", "C", "H", "C", "C", "S", "P", "C", "H", "P", "C", "H", "C", "H", "H", "H", "H", "C", "C", "H", "H", "C", "H", "C", "C", "H", "H", "H", "C", "H", "C", "H", "H", "C", "H", "H", "C", "Ti", "H", "C", "H", "C", "C"],
  "coordinates": [[5.1916, -1.8385, -0.3949], [0.8390, 2.0645, -0.8783], [3.0373, -0.3497, 0.4417], [0.4191, -3.4077, 2.5441], [0.8309, -3.3155, -1.8412], [0.8750, -2.2452, -4.8401], [3.8945, -1.4672, -0.7324], [-0.8593, 2.3388, -3.0367], [-5.5165, -2.2607, 0.9074], [0.4944, -0.6498, 2.4763], [1.8549, 3.2881, 1.5453], [0.3288, 1.0548, 2.3327], [5.5010, 2.5961, -0.7674], [-7.5591, -2.2601, 0.6451], [-2.2884, 2.4896, -4.6129], [-0.2136, -2.6691, 1.5661], [-0.6566, -6.8123, -0.9822], [1.8170, -0.7514, -7.7371], [3.3009, 3.3917, -1.2767], [6.5735, 2.7432, -0.7214], [-0.5943, 3.0430, -6.3466], [-5.8685, 0.0593, 1.6435], [-0.2943, 2.8767, -5.3179], [-7.5911, 1.9892, 2.1346], [0.4867, 2.4209, -2.6613], [3.9074, -0.4063, 1.6537], [1.7990, 3.1601, -5.7097], [-3.1154, -0.9378, 1.7168], [-6.6278, 2.0855, 2.6407], [-6.6103, -2.0603, -0.8338], [3.2667, -1.9741, -1.8656], [1.0316, -5.4967, -0.7942], [-0.8073, -3.1336, 0.7885], [-1.6308, -0.5764, -1.6792], [1.2035, 4.0218, 1.0861], [0.1345, 6.1745, 1.1604], [2.5430, -4.0017, -0.7237], [-4.5642, 1.5031, 2.3365], [4.0123, -2.7990, -2.7103], [1.6166, -6.1895, -0.2007], [1.7036, -0.7691, 4.2507], [-0.8164, 4.4493, -1.5889], [3.5675, 1.2064, -0.3762], [1.0435, 2.9451, -4.9613], [1.5196, -1.4221, -3.9220], [-1.9843, -5.1643, -2.2791], [1.1353, -2.7121, 3.5210], [1.4705, 5.4331, 2.6715], [-0.5002, 5.8877, -0.0392], [2.4825, 2.7470, -3.4101], [5.9079, -2.6656, -1.2414], [-5.7620, -4.4021, -0.6015], [-6.4109, 3.1471, 2.7812], [5.6029, -1.4853, 0.5423], [2.7076, 2.1864, -0.8634], [-0.2888, 4.6710, -0.6717], [-0.1465, -1.3394, 1.5148], [0.9851, -2.0070, -6.2043], [-6.6470, -2.5866, 0.1289], [5.8814, -3.7750, -3.0838], [2.3827, -0.1121, -5.7650], [0.9842, 5.2332, 1.7240], [-2.3697, 2.1631, 0.3146], [1.4605, -1.5961, -2.0890], [-0.9781, -4.9239, -1.9582], [-1.0785, -2.9472, -2.7624], [-4.8302, -0.7655, 0.6066], [-6.6739, -4.0868, -0.0930], [1.6547, -3.2540, 4.3045], [1.4277, 2.7163, -3.6465], [5.5698, 0.6539, 0.1238], [0.3503, -4.4868, 2.5443], [-5.4105, 1.9274, 0.8599], [6.9215, -2.9526, -0.9866], [4.6649, 3.5972, -1.2505], [1.5581, -4.2471, -1.0970], [-0.0438, 7.1193, 1.6610], [-6.7092, 1.6139, 3.6220], [5.3222, -3.1312, -2.4150], [3.5388, -3.1956, -3.6016], [1.7402, -0.9424, -6.6732], [-1.2408, 2.5724, -4.3504], [-1.1842, 6.6043, -0.4784], [0.2775, -3.0774, -4.4955], [2.7661, 0.3110, -3.7035], [1.1727, -1.3380, 3.5004], [2.9564, 0.7387, -6.1132], [2.2690, -0.3507, -4.4056], [-1.6057, 2.0854, -2.2918], [-6.7284, -4.6115, 0.8622], [0.5738, 3.7281, -0.1223], [2.6545, 4.1940, -1.6084], [-7.5362, -4.3738, -0.7013], [-0.2382, -5.8433, -1.2275], [-1.3632, 0.2724, 0.3237], [0.4691, -2.6563, -6.9020], [-0.4569, -3.6732, -2.2546], [5.0735, 4.5441, -1.5831], [-5.5306, 1.4289, 1.8294], [4.9449, 1.4179, -0.3174]],
  "de_lowest_kcal_mol": 6.9,
  "fmax_ha_per_bohr": 0.012,
  "total_charge": -2,
  "e_tot_ev": -160142.846,
  "homo_ev": -1.119
}



No. 4
{
  "formula": "C45H42O4P",
  "method": "wB97M-V/def2-TZVPD",
  "species": ["C", "C", "C", "C", "H", "H", "C", "C", "H", "C", "C", "O", "H", "C", "O", "H", "H", "H", "H", "C", "H", "C", "C", "C", "C", "C", "H", "H", "C", "H", "C", "H", "H", "C", "H", "C", "C", "H", "H", "C", "C", "C", "H", "H", "C", "H", "C", "H", "O", "H", "O", "H", "C", "H", "C", "C", "H", "H", "C", "H", "H", "H", "C", "C", "H", "H", "C", "H", "H", "C", "C", "C", "H", "C", "C", "H", "C", "C", "H", "H", "C", "C", "C", "H", "H", "H", "C", "H", "C", "H", "C", "P"],
  "coordinates": [[-1.2410, 2.3083, 3.6073], [0.2596, 0.5293, 1.6287], [4.9089, 0.2893, 0.5367], [-1.4324, 1.5988, -1.3116], [-0.7468, 1.3032, 5.9078], [-2.7612, -7.1367, -3.3332], [-0.1690, -0.2213, 4.4847], [-0.3192, 0.3059, 5.7777], [4.8672, 0.9251, -0.3539], [-1.0734, -3.7417, -2.2497], [3.1446, 1.4697, -5.1898], [2.5547, 0.4847, 0.9850], [1.5058, 1.8743, -3.8605], [-1.2123, -4.2817, -3.5542], [-1.8410, -5.4480, -3.8431], [4.4128, -1.6721, -5.8552], [-5.7223, -1.8270, 1.6287], [-1.6490, -6.5512, -2.0527], [-3.2378, -5.7476, -2.2980], [3.8790, 0.6925, 1.5539], [-1.3113, 5.0089, -1.5337], [2.1541, 1.1072, -4.2951], [-0.2139, 3.2115, 3.9141], [1.6360, 0.8830, 1.9139], [3.9943, 0.4734, -5.7394], [-4.1072, -1.7801, 3.0669], [5.8314, -0.8635, -7.3992], [1.3415, 1.0998, -1.7575], [-2.8522, 1.4477, -1.3981], [0.6413, -1.8565, 3.3186], [-1.8037, 4.7641, 4.8563], [5.8859, 0.4283, 1.0118], [-0.8352, -3.9886, -5.6621], [2.7708, -1.2253, -4.5297], [0.1924, 3.0019, -1.5052], [-0.0395, -2.3717, -4.4718], [-0.7067, -3.5597, -4.6682], [-0.0540, -0.0077, 7.8936], [0.3508, -1.8428, -5.3440], [0.9204, -0.6141, -2.9544], [0.8646, -2.2057, 5.4419], [-2.5704, 2.6826, 3.8848], [0.3435, 5.0847, 4.8046], [-0.1919, -2.1846, -1.0753], [-3.6846, 2.5616, -1.4868], [3.9799, 0.0773, 2.4624], [-3.1301, 3.8473, -1.4860], [6.8943, 0.5727, -7.1834], [2.0398, 1.4846, 2.9335], [0.8137, 2.9470, 3.6701], [5.0358, 0.8871, -6.5170], [-4.7742, 2.4385, -1.5336], [-0.5968, 0.4263, -1.2050], [-4.5000, -2.6004, 3.6660], [6.1252, -0.0454, -6.7242], [-1.7335, 4.0069, -1.5017], [0.9717, -2.2732, 7.6009], [-2.3222, -1.5718, 4.2602], [1.9500, -0.2447, -3.9231], [-2.8114, 1.3066, 1.0998], [-1.4896, -4.2634, -1.3881], [3.3080, 2.5111, -5.4612], [0.0862, -0.4294, 6.8946], [3.7804, -0.8916, -5.4203], [-1.0525, -0.4223, -0.6953], [6.4874, -0.4692, -5.7740], [-2.8453, 3.8982, 4.5146], [4.0099, 1.7471, 1.8207], [-4.8528, 0.0879, 0.3032], [0.1705, -1.8474, -3.1638], [0.4643, -1.4655, 4.3242], [-0.4828, 4.4223, 4.5459], [-3.3898, 2.0132, 3.6247], [-2.4032, -6.2589, -2.7946], [-0.3772, -2.5579, -2.0817], [-3.7786, 4.7290, -1.4508], [-2.3964, -0.1057, 2.6739], [0.5984, 0.3144, -1.9195], [-3.8802, 4.1508, 4.7478], [2.6667, -2.2822, -4.2763], [-4.3212, -0.2458, 1.2008], [-0.8938, 2.8974, -1.4673], [0.6679, -1.6908, 6.7273], [4.8145, -0.7599, 0.2508], [-2.0196, 5.7064, 5.3635], [1.3353, -3.1841, 5.2995], [-4.8004, -1.3328, 1.9416], [0.0805, -0.2369, 0.8629], [-2.8889, -1.1935, 3.4146], [-3.2726, 0.4418, -1.3609], [-3.1551, 0.4067, 1.6138], [-0.7959, 0.6442, 3.0160]],
  "fmax_ha_per_bohr": 0.038,
  "total_charge": 1,
  "e_tot_ev": -64816.773,
  "homo_ev": -10.123
}



Number 1: Kohn-Sham gap 7.57 eV. Number 2: Kohn-Sham gap 4.90 eV. Number 3: Kohn-Sham gap 5.05 eV. Number 4: Kohn-Sham gap 5.47 eV.